Record 1
{
  "formula": "C3BrF9O11S3V",
  "method": "the ωB97M-V functional and the def2-TZVPD basis",
  "largest_force_ev_per_a": 1.68,
  "lumo_ev": 6.934,
  "charge": -3,
  "orbital_gap_ev": 6.22,
  "e_homo_ev": 0.71,
  "symbols": ["O", "V", "O", "C", "F", "F", "F", "S", "O", "O", "O", "C", "F", "F", "F", "S", "O", "O", "O", "C", "F", "F", "F", "S", "O", "O", "O", "Br"],
  "positions_angstrom": [[-1.666, 0.274, -0.124], [-0.404, 1.282, -0.001], [-0.972, 2.753, 0.234], [-1.103, 0.668, -4.381], [-1.292, 1.093, -5.651], [-2.223, 0.135, -3.911], [-0.169, -0.308, -4.446], [-0.487, 2.121, -3.357], [0.001, 1.496, -2.128], [0.570, 2.703, -4.172], [-1.698, 2.912, -3.233], [-0.581, -0.755, 4.080], [-1.041, -0.969, 5.331], [0.711, -1.123, 4.044], [-1.265, -1.539, 3.234], [-0.719, 1.020, 3.507], [-0.336, 0.892, 2.099], [-2.121, 1.322, 3.704], [0.230, 1.745, 4.325], [1.055, -3.024, 0.077], [1.854, -4.142, 0.030], [0.272, -3.079, -0.999], [0.350, -3.158, 1.204], [2.086, -1.456, 0.087], [3.017, -1.699, -0.994], [1.082, -0.428, -0.232], [2.656, -1.361, 1.404], [2.195, 2.623, 0.271]],
  "forces_ev_per_a": [[1.168, 1.186, -0.257], [-1.009, 0.512, 0.424], [-0.041, -1.432, -0.473], [1.466, 0.393, 0.422], [-0.461, -0.216, 0.025], [-0.192, 0.002, -0.222], [-0.368, 0.126, -0.020], [-0.025, 0.748, -0.080], [-0.293, -0.166, -0.003], [-0.717, -0.643, 0.351], [0.441, -0.362, -0.067], [0.663, 0.609, -0.993], [-0.015, 0.020, -0.118], [-0.450, -0.186, 0.256], [-0.005, -0.149, 0.457], [-0.004, 0.397, -0.502], [0.334, -0.235, 0.636], [0.195, -0.089, 0.228], [-0.440, -0.425, -0.062], [1.131, 0.059, 0.313], [-0.151, 0.331, -0.102], [-0.316, -0.108, 0.257], [-0.489, 0.075, -0.296], [-0.315, 1.361, -0.650], [-0.162, -0.285, 0.093], [0.298, -0.945, 0.317], [-0.192, -0.504, 0.064], [-0.050, -0.073, -0.001]],
  "mulliken_charge": [-0.565, 1.239, -0.427, 0.589, -0.259, -0.221, -0.249, 0.941, -0.409, -0.660, -0.693, 0.570, -0.258, -0.218, -0.222, 1.054, -0.423, -0.694, -0.660, 0.573, -0.278, -0.240, -0.229, 1.127, -0.698, -0.184, -0.666, -0.840]
}

Record 2
{
  "formula": "C3ClO4",
  "method": "the ωB97M-V functional and the def2-TZVPD basis",
  "largest_force_ev_per_a": 6.42,
  "lumo_ev": [3.696, 2.834],
  "charge": -1,
  "spin_multiplicity": 3,
  "e_above_lowest_kcal_mol": 0.00,
  "orbital_gap_ev": [4.36, 8.46],
  "e_homo_ev": [-0.66, -5.63],
  "symbols": ["C", "C", "C", "O", "O", "O", "O", "Cl"],
  "positions_angstrom": [[-1.132, 0.551, -0.059], [0.971, 0.262, -0.023], [0.212, -0.817, 0.489], [1.991, 0.589, -0.640], [-2.072, 1.286, -0.111], [0.006, 1.206, 0.138], [-1.131, -0.718, -0.116], [1.154, -2.358, 0.321]],
  "forces_ev_per_a": [[-2.805, 5.772, 0.024], [1.906, 0.591, 0.904], [3.634, -4.571, -0.024], [1.033, -0.937, -0.434], [-2.748, -0.043, -0.553], [-0.569, 1.421, -0.236], [-0.086, -2.003, 0.059], [-0.367, -0.231, 0.259]],
  "mulliken_charge": [0.554, 0.376, -0.085, -0.694, -0.570, -0.232, -0.125, -0.223]
}

Record 3
{
  "formula": "C3CoFO3",
  "method": "the ωB97M-V functional and the def2-TZVPD basis",
  "largest_force_ev_per_a": 4.84,
  "lumo_ev": [-4.350, -10.902],
  "charge": 1,
  "spin_multiplicity": 6,
  "e_above_lowest_kcal_mol": 70.81,
  "orbital_gap_ev": [9.36, 4.26],
  "e_homo_ev": [-13.71, -15.16],
  "symbols": ["C", "C", "O", "F", "O", "C", "O", "Co"],
  "positions_angstrom": [[0.860, -1.881, 0.764], [0.471, -0.934, 0.144], [0.076, 0.088, -0.556], [1.294, -2.887, 1.429], [-0.713, 1.287, 1.330], [-0.615, 1.292, 0.140], [-0.977, 2.004, -0.813], [-0.396, 1.030, -2.437]],
  "forces_ev_per_a": [[0.797, -1.786, 1.223], [-0.372, 0.950, -0.819], [0.453, -0.685, -0.399], [-0.658, 1.436, -0.954], [0.548, -0.316, -2.618], [-0.961, 0.389, 4.726], [0.335, -0.069, -2.073], [-0.142, 0.082, 0.914]],
  "mulliken_charge": [1.013, -0.364, -0.385, -0.173, -0.320, 0.949, -0.423, 0.703]
}

Which value of charge does entry 1 give?
-3

Look up the charge of the second one.
-1

The lowest charge belongs to which entry?
C3BrF9O11S3V

Which value of charge does entry 1 give?
-3